[1]
Here is an isolated molecule of C19H31N5O3 from the OMol25 dataset. Energies are from ωB97M-V/def2-TZVPD.

The value obtained for the orbital gap is 9.76 eV. For the LUMO energy, the calculation gives 0.583 eV. As for the SMILES: C[C@@H]1CCOC[C@H]1C(=O)N(C)CCCCC(=O)N1CCc2c(nnn2C)C1.

Last column: Löwdin charge in e.
CARTESIAN COORDINATES (ANGSTROEM)
1 C -0.266 4.281 2.323  -0.051
2 C -1.695 3.787 2.497  -0.342
3 C -1.935 3.253 3.908  -0.142
4 C -3.325 2.657 4.043  -0.203
5 O -3.538 1.628 3.090  -0.121
6 C -3.429 2.120 1.773  -0.158
7 C -2.030 2.682 1.492  -0.195
8 C -2.016 3.211 0.064  -0.427
9 O -2.415 4.343 -0.171  0.060
10 N -1.602 2.370 -0.924  -0.089
11 C -1.577 2.842 -2.297  -0.026
12 C -1.086 1.029 -0.697  -0.170
13 C 0.418 0.998 -0.446  -0.174
14 C 0.933 -0.423 -0.260  -0.186
15 C 2.384 -0.456 0.233  -0.109
16 C 2.855 -1.886 0.396  -0.452
17 O 2.753 -2.453 1.472  0.061
18 N 3.360 -2.535 -0.701  -0.045
19 C 3.567 -3.975 -0.584  -0.128
20 C 2.271 -4.744 -0.893  -0.080
21 C 1.685 -4.119 -2.113  -0.175
22 C 2.079 -2.934 -2.669  -0.241
23 N 1.316 -2.677 -3.755  0.056
24 N 0.463 -3.646 -3.894  0.030
25 N 0.674 -4.526 -2.906  -0.138
26 C -0.120 -5.733 -2.828  -0.001
27 C 3.159 -2.084 -2.077  -0.082
28 H 0.445 3.463 2.480  0.080
29 H -0.109 4.689 1.324  0.081
30 H -0.032 5.064 3.046  0.081
31 H -2.383 4.616 2.308  0.147
32 H -1.193 2.482 4.140  0.126
33 H -1.808 4.056 4.640  0.123
34 H -3.473 2.202 5.022  0.123
35 H -4.085 3.441 3.908  0.128
36 H -3.659 1.286 1.108  0.131
37 H -4.169 2.913 1.597  0.141
38 H -1.306 1.875 1.631  0.135
39 H -1.917 3.872 -2.319  0.084
40 H -0.564 2.787 -2.703  0.088
41 H -2.233 2.229 -2.920  0.093
42 H -1.615 0.556 0.131  0.115
43 H -1.322 0.435 -1.585  0.132
44 H 0.937 1.482 -1.278  0.120
45 H 0.639 1.592 0.446  0.110
46 H 0.314 -0.946 0.476  0.130
47 H 0.830 -0.976 -1.198  0.107
48 H 3.032 0.116 -0.434  0.116
49 H 2.441 -0.004 1.222  0.125
50 H 4.341 -4.256 -1.302  0.131
51 H 3.914 -4.195 0.420  0.122
52 H 2.492 -5.803 -1.043  0.122
53 H 1.587 -4.662 -0.045  0.125
54 H -0.103 -6.103 -1.805  0.088
55 H -1.142 -5.499 -3.112  0.090
56 H 0.275 -6.497 -3.496  0.092
57 H 2.887 -1.034 -2.108  0.111
58 H 4.097 -2.192 -2.627  0.131


[2]
Here is a cluster of 2 separate species, C6H10O in total at a distorted geometry from the OMol25 dataset. Energies are from ωB97M-V/def2-TZVPD.

The value obtained for the orbital gap is 9.92 eV. For the LUMO energy, the calculation gives 0.933 eV. As for the SMILES: C[C@@H]1CC1=O.C=C.

Last column: Löwdin charge in e.
CARTESIAN COORDINATES (ANGSTROEM)
1 C -1.669 -0.203 0.384  -0.078
2 C -1.209 1.198 0.401  -0.252
3 C -0.559 2.003 -0.857  0.018
4 C 0.156 1.703 0.439  -0.433
5 O 1.185 1.654 1.003  0.123
6 H -2.792 -0.351 0.520  0.098
7 H -1.369 -0.726 1.372  0.111
8 H -1.322 -0.753 -0.392  0.023
9 H -1.876 1.933 0.888  0.145
10 H -0.042 1.279 -1.630  0.150
11 H -0.973 2.982 -0.907  0.080
12 C 1.472 -2.369 -0.113  -0.090
13 C 2.070 -1.207 -0.230  -0.089
14 H 1.002 -2.765 -0.989  0.036
15 H 1.332 -2.962 0.809  0.062
16 H 2.157 -0.802 -1.262  0.068
17 H 2.436 -0.613 0.564  0.030


[3]
Here is a structure of composition C51H48AsN9STeW at a distorted geometry from the OMol25 dataset. Energies are from ωB97M-V/def2-TZVPD.

The value obtained for the orbital gap (spin up / spin down) is 3.88 / 4.33 eV. For the LUMO energy (spin up / spin down), the calculation gives -8.203 / -7.793 eV. The charge is +2.

Last column: Löwdin charge in e.
CARTESIAN COORDINATES (ANGSTROEM)
1 W 0.101 -0.295 -0.044  1.480
2 C -4.474 -3.454 1.239  -0.083
3 C -4.338 -2.490 0.071  -0.244
4 N -3.972 -1.132 0.485  0.000
5 C -2.655 -0.713 0.339  -0.604
6 S -1.378 -1.764 1.300  0.736
7 N -2.527 0.712 0.882  0.016
8 N -1.186 0.781 1.317  -0.173
9 C -0.782 1.148 2.476  -0.261
10 C -1.656 1.591 3.588  0.028
11 C 0.677 1.015 2.560  -0.254
12 C 1.461 1.261 3.625  0.026
13 C 2.895 1.033 3.495  -0.047
14 C 3.435 0.960 2.273  0.003
15 C 2.533 1.187 1.091  -0.305
16 N 1.232 0.585 1.348  -0.129
17 H -4.801 -4.432 0.886  0.081
18 H -5.218 -3.095 1.953  0.079
19 H -3.525 -3.579 1.765  0.043
20 H -5.274 -2.437 -0.488  0.121
21 H -3.574 -2.845 -0.623  0.107
22 H -4.390 -0.826 1.352  0.135
23 H -2.684 1.675 3.251  0.089
24 H -1.316 2.547 3.988  0.094
25 H -1.602 0.852 4.391  0.111
26 H 1.040 1.601 4.561  0.128
27 H 3.502 0.947 4.386  0.118
28 H 4.499 0.812 2.126  0.125
29 H 2.356 2.275 0.986  0.108
30 N -3.572 1.647 -1.126  0.126
31 C -2.364 1.515 -0.395  -0.350
32 N -1.390 0.713 -1.114  -0.074
33 C -2.137 -0.566 -1.209  -0.442
34 N -1.065 -1.544 -1.414  -0.065
35 N 0.018 -0.997 -1.995  -0.162
36 C 0.613 -0.362 -2.923  0.023
37 C 1.825 0.287 -2.353  -0.328
38 C 2.749 1.004 -3.096  -0.036
39 C 3.728 1.762 -2.412  -0.085
40 C 3.826 1.685 -1.057  -0.010
41 C 3.034 0.698 -0.277  -0.307
42 N 1.885 0.206 -1.013  -0.097
43 C -3.244 -0.465 -2.193  -0.126
44 C -3.573 -1.420 -3.139  -0.031
45 C -4.635 -1.195 -4.002  -0.074
46 C -5.353 -0.009 -3.903  -0.065
47 C -5.022 0.956 -2.964  -0.007
48 C -3.959 0.729 -2.100  -0.195
49 H -4.074 2.514 -1.055  0.145
50 H -1.977 2.496 -0.118  0.115
51 H 0.353 -0.230 -3.968  0.154
52 H 2.652 1.053 -4.171  0.123
53 H 4.370 2.430 -2.968  0.125
54 H 4.570 2.265 -0.524  0.131
55 H 3.699 -0.168 -0.096  0.133
56 H -3.001 -2.340 -3.189  0.114
57 H -4.905 -1.936 -4.741  0.108
58 H -6.185 0.171 -4.571  0.112
59 H -5.587 1.878 -2.902  0.116
60 C 5.943 -2.351 -0.645  -0.061
61 C 5.034 -2.488 -1.688  -0.060
62 C 3.680 -2.613 -1.414  -0.110
63 C 3.235 -2.599 -0.094  -0.365
64 C 4.143 -2.477 0.950  -0.105
65 C 5.500 -2.356 0.671  -0.065
66 As 1.335 -2.615 0.246  1.293
67 C 0.660 -4.167 -0.643  -0.291
68 C 0.470 -4.386 -1.996  -0.095
69 C -0.015 -5.617 -2.416  -0.059
70 C -0.310 -6.602 -1.482  -0.046
71 C -0.125 -6.373 -0.127  -0.001
72 C 0.364 -5.148 0.310  -0.180
73 C 0.609 -4.776 1.723  -0.191
74 C 0.363 -5.576 2.831  0.003
75 C 0.629 -5.090 4.105  -0.044
76 C 1.131 -3.808 4.292  -0.059
77 C 1.376 -2.993 3.194  -0.105
78 C 1.121 -3.493 1.929  -0.367
79 H 7.000 -2.262 -0.858  0.114
80 H 5.384 -2.514 -2.712  0.114
81 H 2.976 -2.741 -2.229  0.098
82 H 3.803 -2.488 1.979  0.098
83 H 6.211 -2.280 1.482  0.114
84 H 0.691 -3.619 -2.727  0.090
85 H -0.163 -5.809 -3.470  0.112
86 H -0.689 -7.559 -1.813  0.116
87 H -0.359 -7.154 0.584  0.116
88 H -0.033 -6.576 2.713  0.116
89 H 0.437 -5.718 4.964  0.116
90 H 1.326 -3.445 5.292  0.112
91 H 1.747 -1.983 3.330  0.095
92 C 0.334 9.449 0.871  -0.020
93 C 0.432 8.042 0.365  -0.217
94 C 0.714 7.779 -0.972  0.010
95 C 0.832 6.488 -1.459  -0.308
96 C 1.138 6.294 -2.920  -0.090
97 C 0.661 5.407 -0.562  -0.514
98 Te 0.841 3.477 -1.279  1.435
99 C 0.362 5.654 0.799  -0.301
100 C 0.167 4.552 1.806  -0.079
101 C 0.255 6.963 1.230  0.005
102 H 0.147 10.152 0.062  0.088
103 H 1.269 9.738 1.355  0.102
104 H -0.460 9.547 1.611  0.092
105 H 0.840 8.610 -1.655  0.129
106 H 1.161 7.254 -3.432  0.087
107 H 0.390 5.668 -3.407  0.066
108 H 2.107 5.813 -3.061  0.076
109 H -0.456 3.748 1.408  0.033
110 H -0.301 4.945 2.708  0.088
111 H 1.124 4.111 2.095  0.081
112 H 0.020 7.157 2.270  0.130


Result set for relative energy (zero: lowest compared OMol25 entry of this formula, charge and spin): 167.46, 310.02, 777.47 kJ/mol, one per record in the order listed.